[1]
# C3H7NO2

A molecular structure, C3H7NO2 (ωB97M-V with the def2-TZVPD basis set, the Open Molecules 2025 dataset).

Calculated values
Energy relative to the best compared isomer or geometry (same formula, charge and spin)   221.2 kJ/mol
Charge   0

Geometry (Å):
1 H -1.05 -0.15 -1.82
2 H 2.78 -0.31 1.16
3 O 0.52 0.67 -0.83
4 H -2.05 1.25 -0.04
5 N 2.49 0.26 0.38
6 C -1.78 0.24 0.26
7 H -0.98 -1.52 -0.70
8 O 0.70 -1.05 0.48
9 H -1.15 0.26 1.15
10 C 1.21 -0.04 0.01
11 H 2.96 1.12 0.20
12 H -2.69 -0.32 0.55
13 C -0.96 -0.42 -0.80

[2]
# C35H41N4O2S2Tl

A molecular structure, C35H41N4O2S2Tl (ωB97M-V with the def2-TZVPD basis set, the Open Molecules 2025 dataset).

Calculated values
Energy relative to the best compared isomer or geometry (same formula, charge and spin)   0.0 kJ/mol
Charge   -2

Geometry (Å):
1 H 3.62 -4.56 -1.67
2 H -1.49 3.82 -4.93
3 H 2.51 -2.53 1.16
4 H -1.78 -0.14 3.75
5 H -3.62 -0.65 5.28
6 H -4.02 -3.65 -0.66
7 O 3.24 -0.35 -3.54
8 C 1.40 3.30 3.40
9 C -0.44 2.25 2.26
10 H -2.94 -3.11 0.65
11 H 0.45 -4.15 -2.65
12 H -5.36 -1.54 -0.20
13 H 3.55 -6.26 -1.16
14 C 3.00 -5.46 -1.65
15 H -0.52 4.22 3.13
16 H -2.27 -3.43 -0.95
17 C -3.14 -3.03 -0.42
18 H 3.52 0.07 2.48
19 H 1.54 1.64 -0.29
20 C -4.39 -1.02 -0.03
21 C 3.18 1.44 -1.67
22 H 2.34 3.79 0.60
23 C 4.06 3.87 -0.69
24 C -2.73 -0.45 3.32
25 C -1.47 2.55 -3.18
26 C 2.90 3.30 -0.18
27 H -3.51 -0.40 -2.43
28 Tl -0.55 -0.95 0.81
29 S 2.60 -0.16 -2.25
30 H 1.51 -2.17 4.62
31 H 2.13 -3.41 2.64
32 C -2.85 -0.54 1.93
33 C 0.29 1.10 1.97
34 H 3.19 2.11 3.50
35 N 1.04 -0.01 -2.24
36 H 4.87 1.49 -2.97
37 H 1.83 4.14 3.95
38 C -5.00 -1.14 3.71
39 H 2.78 -5.76 -2.68
40 C 2.48 -0.12 2.16
41 N -3.33 -1.65 -0.78
42 S 1.49 -5.16 -0.72
43 N -1.27 1.07 -1.27
44 C 4.33 2.01 -2.19
45 H -2.67 1.21 0.20
46 C -2.64 3.09 -2.60
47 C -0.96 3.03 -4.41
48 H -2.58 -1.86 -2.71
49 H -4.36 -1.96 -2.62
50 C 0.88 1.48 -4.20
51 H 0.07 -3.29 -1.12
52 C 0.20 2.49 -4.89
53 H 1.44 -0.40 4.56
54 C 0.09 3.34 2.95
55 H 3.02 -1.22 4.61
56 H -6.12 -1.57 1.93
57 C 1.99 -1.28 4.21
58 H -3.97 3.03 -0.92
59 H 1.62 -3.04 -1.86
60 H 4.41 4.83 -0.31
61 H 3.69 -2.54 2.51
62 C -0.80 1.53 -2.46
63 C -3.45 -1.46 -2.20
64 C 0.43 0.96 -2.99
65 C 2.16 2.16 3.15
66 H -1.48 2.32 1.93
67 H -3.17 3.88 -3.13
68 C 4.78 3.23 -1.69
69 H -5.82 -1.39 4.38
70 C 1.62 1.09 2.44
71 C 0.85 -3.79 -1.69
72 C -2.35 1.61 -0.76
73 C -3.77 -0.73 4.20
74 H 1.79 1.07 -4.62
75 H 0.61 2.85 -5.83
76 O 2.99 -1.12 -1.23
77 H 5.68 3.68 -2.09
78 H 2.50 -0.30 1.08
79 C -4.12 -0.94 1.46
80 C -5.16 -1.25 2.33
81 H -4.51 -0.01 -0.43
82 C 2.46 2.09 -0.68
83 N 1.96 -1.33 2.77
84 C -3.08 2.64 -1.40
85 C 2.61 -2.51 2.25

[3]
# C30H49FN6O11PS3

4 unconnected molecules or ions with the total composition C30H49FN6O11PS3 (ωB97M-V with the def2-TZVPD basis set, the Open Molecules 2025 dataset).

Calculated values
Charge   +1

Geometry (Å):
1 H 1.79 4.82 1.41
2 H -0.58 0.78 -1.45
3 H -2.23 5.16 5.95
4 C -0.61 5.92 1.98
5 N -3.92 5.66 4.82
6 H -2.02 -0.64 -5.51
7 H -2.16 -3.99 8.31
8 O 1.11 -0.66 0.86
9 H -2.45 2.37 0.18
10 O -0.78 5.61 0.81
11 C 3.67 -4.90 -2.36
12 H 2.31 -2.56 -5.06
13 H 0.06 -3.91 4.81
14 H 0.91 -3.35 7.18
15 P 3.67 -0.87 -0.18
16 C -3.64 5.07 3.65
17 C 1.08 -1.05 -0.43
18 H -3.61 4.08 6.16
19 H 1.47 2.81 -3.75
20 H 0.69 -5.11 7.00
21 C 3.76 -5.28 -3.70
22 S 5.30 -1.23 -1.10
23 H -2.25 -2.41 -3.24
24 C 3.27 -4.41 -4.66
25 H -4.15 5.55 2.79
26 C -1.66 1.71 0.52
27 C 0.97 1.86 -3.60
28 H -2.41 -2.29 -0.77
29 H -1.36 -2.85 4.87
30 H 3.31 -4.66 -5.71
31 H -1.57 -4.59 4.69
32 C 0.48 5.83 4.17
33 S -1.18 -2.70 -0.42
34 H -3.43 -1.39 -4.81
35 C 2.65 -2.79 -2.96
36 O 3.58 0.60 0.37
37 H 3.10 -3.47 -0.94
38 C 0.21 -4.18 7.34
39 C -0.37 -1.43 -3.84
40 O 3.48 -1.79 1.09
41 C -3.32 5.12 6.03
42 N 0.34 5.41 2.79
43 H 1.95 4.10 3.03
44 O -3.91 -2.19 -7.26
45 H -2.14 -4.55 -6.08
46 O 4.51 -0.22 -3.80
47 N 0.43 -2.30 2.54
48 C 1.24 4.41 2.26
49 C -0.96 -3.82 5.16
50 H -1.60 -0.38 0.96
51 H -0.67 2.02 0.21
52 C -2.21 -3.87 7.21
53 H -3.64 5.70 6.89
54 C 0.83 -1.57 1.77
55 H -5.66 6.57 5.56
56 C 3.26 -0.35 -5.78
57 H 0.08 1.98 -2.99
58 H 0.34 4.98 4.83
59 O -3.26 -3.68 6.63
60 N -1.01 -3.96 6.60
61 C -4.81 6.81 4.92
62 C 3.14 -3.67 -2.00
63 C -0.18 -1.30 -1.15
64 H 0.00 -4.26 8.40
65 N 2.17 -0.36 -3.51
66 H 3.24 0.68 -6.14
67 H 4.19 -6.22 -4.00
68 N 2.16 -1.16 -1.11
69 H -0.71 -0.40 -3.74
70 C 1.99 0.97 -2.92
71 H -1.26 -3.24 -4.49
72 H -0.27 6.59 4.40
73 C 2.01 -1.47 -2.59
74 S -2.72 -2.63 -6.63
75 H 1.47 6.26 4.33
76 H -2.96 0.14 -0.08
77 C 2.71 -3.19 -4.29
78 H -1.24 6.67 2.48
79 H 4.35 -2.15 1.30
80 C 3.44 -0.33 -4.29
81 O -2.91 4.11 3.51
82 H -5.17 7.09 3.94
83 C -1.90 0.23 0.12
84 O -2.99 -4.08 -6.05
85 C 0.41 -1.79 -2.58
86 O -1.50 -2.66 -7.38
87 C -1.17 -0.11 -1.20
88 H -1.71 1.74 1.61
89 H -1.88 -0.30 -1.99
90 C -2.44 -1.59 -5.20
91 H 4.13 -0.82 -6.22
92 H 0.75 1.47 -4.59
93 H 4.03 -5.58 -1.60
94 H 2.34 -0.82 -6.08
95 H -4.27 7.65 5.35
96 C -1.60 -2.30 -4.10
97 H 4.23 1.13 -0.11
98 H 0.67 3.54 1.92
99 O 2.64 1.36 -2.00
100 F 0.29 -3.18 -2.54
101 H 0.26 -1.50 -4.72

[4]
# C3H10N4

2 unconnected molecules or ions with the total composition C3H10N4 (ωB97M-V with the def2-TZVPD basis set, the Open Molecules 2025 dataset).

Calculated values
Energy relative to the best compared isomer or geometry (same formula, charge and spin)   161.7 kJ/mol
Charge   0

Geometry (Å):
1 C -0.93 -0.13 -0.55
2 H -2.44 0.02 0.62
3 N -0.95 -1.52 -0.68
4 H 1.27 -1.06 1.50
5 H 2.43 -0.37 -0.53
6 H -0.28 1.35 1.50
7 H 0.14 0.43 2.81
8 N -0.10 0.56 -1.50
9 N 0.46 0.84 1.94
10 H 1.80 1.37 -0.33
11 C 1.77 0.32 -0.02
12 N -1.84 0.57 0.01
13 H -0.24 -1.97 -1.24
14 H -0.34 1.53 -1.58
15 H 0.04 0.10 -2.40
16 H -1.85 -1.97 -0.64
17 C 1.07 -0.08 1.08

no.,gap between HOMO and LUMO (eV),strongest force on any atom (eV Å⁻¹)
1,10.6,1.7
2,5.0,0.2
3,5.9,3.5
4,7.9,4.1